Entry from the Open Molecules 2025 dataset: a single C15H15N3O2 molecule at a distorted geometry (ωB97M-V with the def2-TZVPD basis set).

Geometry as XYZ:
```
35
Properties=species:S:1:pos:R:3:mulliken_charge:R:1
C 3.455 1.917 -1.540 -1.181
C 2.467 0.800 -1.544 0.422
N 2.707 -0.241 -2.286 -0.622
C 1.802 -1.247 -2.282 -0.161
C 2.023 -2.392 -3.069 -0.378
C 1.107 -3.411 -3.064 -0.392
C -0.056 -3.334 -2.285 -0.644
C -0.299 -2.232 -1.509 -0.428
C 0.625 -1.176 -1.497 0.634
C 0.487 0.020 -0.728 0.624
N 1.382 0.972 -0.757 -0.506
O -0.594 0.136 0.043 -0.245
C -0.703 1.317 0.835 -0.555
C -1.601 1.033 1.986 0.870
C -1.508 0.004 2.888 0.264
O -2.518 0.099 3.764 -0.185
N -3.280 1.179 3.460 -0.735
C -2.761 1.747 2.406 0.240
C -3.350 2.965 1.797 -1.239
H -4.249 3.238 2.341 0.356
H -3.600 2.779 0.754 0.326
H -2.639 3.788 1.839 0.332
C -0.537 -1.108 3.026 -1.085
H -0.487 -1.677 2.100 0.197
H 0.457 -0.714 3.235 0.297
H -0.843 -1.759 3.840 0.350
H 0.300 1.610 1.170 0.358
H -1.107 2.127 0.218 0.387
H -1.190 -2.152 -0.905 0.498
H -0.761 -4.152 -2.302 0.413
H 1.277 -4.290 -3.669 0.386
H 2.921 -2.436 -3.664 0.473
H 4.284 1.673 -2.196 0.354
H 3.817 2.083 -0.528 0.287
H 2.972 2.833 -1.876 0.286
```

For the molar mass, the calculation gives 269.30 g/mol. Its total energy is -24363.3455 eV. The frontier orbital gap comes out at 9.16 eV. The largest force on an atom comes out at 0.0247 Eh/bohr. As for the relative energy (zero: lowest compared OMol25 entry of this formula, charge and spin): 122.7 kJ/mol. As for the SMILES: Cc1nc(OCc2c(C)noc2C)c2ccccc2n1. The calculation puts the HOMO energy at -8.8 eV.